Run P
ORCA calculation (the ωB97M-V functional and the def2-TZVPD basis) on one molecule with the formula C2H6BrOP.

Geometry as ORCA input:
```
! RIJCOSX wB97M-V def2-TZVPD def2/J DEFGRID3
* xyz 0 1
C -0.4235 0.3185 1.3792
P 0.5852 -0.3947 0.1295
C -0.2728 0.0821 -1.4645
O 0.9039 -2.3020 0.1226
Br 2.5614 0.7074 -0.0687
H 0.1841 0.6782 2.2474
H -1.0348 1.0129 0.9144
H -1.0477 -0.4606 1.8567
H -0.8869 1.0112 -1.3754
H 0.3518 0.1676 -2.2997
H -0.9206 -0.8206 -1.4414
*
```

Results
lowest unoccupied orbital energy	-0.023	eV
HOMO level	-9.303	eV
HOMO-LUMO gap	9.2798	eV
SMILES	CP(C)(=O)Br

Run Q
ORCA calculation (the ωB97M-V functional and the def2-TZVPD basis) on a 2-piece molecular cluster, C2H6BrOP overall.

Geometry as ORCA input:
```
! RIJCOSX wB97M-V def2-TZVPD def2/J DEFGRID3
* xyz 0 1
C -0.8206 0.9066 1.6903
C 0.8465 0.4463 -0.5838
O 0.1343 -2.0013 -0.5590
P -0.3764 -0.6857 -1.3655
Br 0.9897 2.1630 -1.2741
H -0.2852 0.1877 2.1341
H -0.4333 1.8316 1.7483
H -1.5159 0.6282 0.9470
H 1.3767 0.0427 0.2078
H -0.4947 -2.7975 -0.3623
H 0.5790 -0.7214 -2.5828
*
```

Results
lowest unoccupied orbital energy (alpha / beta)	-0.024 / 0.276	eV
HOMO level (alpha / beta)	-8.724 / -7.857	eV
HOMO-LUMO gap (alpha / beta)	8.6994 / 8.1335	eV

The winner here is run P, beating the second structure by 277.7 kJ/mol.

Run P
ORCA calculation (the ωB97M-V functional and the def2-TZVPD basis) on a 2-piece molecular cluster, CH3NO4 overall.

Geometry as ORCA input:
```
! RIJCOSX wB97M-V def2-TZVPD def2/J DEFGRID3
* xyz 0 1
C -1.2389 0.3864 -0.0344
N -0.1045 1.1271 0.3262
O 1.0147 -1.6790 -0.3941
O 0.7776 1.3595 -0.4759
O 2.0732 -1.1058 0.0197
O 2.0822 -0.7658 1.1980
H -0.9932 -0.5809 -0.2548
H -2.0061 0.4921 0.6321
H -1.6051 0.7663 -1.0169
*
```

Results
lowest unoccupied orbital energy (alpha / beta)	-2.571 / -2.572	eV
HOMO level (alpha / beta)	-9.138 / -9.139	eV
HOMO-LUMO gap (alpha / beta)	6.5668 / 6.5663	eV

Run Q
ORCA calculation (the ωB97M-V functional and the def2-TZVPD basis) on one molecule with the formula CH3NO4.

Geometry as ORCA input:
```
! RIJCOSX wB97M-V def2-TZVPD def2/J DEFGRID3
* xyz 0 1
N -2.1166 0.3076 -0.0049
O -0.8726 0.8189 -0.2445
C 0.2325 -0.1102 0.0635
O -0.0181 -1.1352 0.6227
O 1.3434 0.4239 -0.3561
O 2.5153 -0.2782 -0.1258
H -2.2823 -0.4218 -0.7204
H -2.1295 -0.0355 0.9150
H 3.3279 0.4303 -0.1495
*
```

Results
lowest unoccupied orbital energy	0.197	eV
HOMO level	-10.101	eV
HOMO-LUMO gap	10.2983	eV
SMILES	NOC(=O)OO

The winner here is run Q, beating the second structure by 541.6 kJ/mol.

Run P
ORCA calculation (the ωB97M-V functional and the def2-TZVPD basis) on a 8-piece molecular cluster, C7H28FN14O7 overall.

Geometry as ORCA input:
```
! RIJCOSX wB97M-V def2-TZVPD def2/J DEFGRID3
* xyz -1 1
F 13.1743 -1.1553 -15.5290
C 10.3300 2.2721 -16.6988
O 9.5396 2.8597 -17.4379
N 10.2400 0.9435 -16.3834
N 11.3794 2.8944 -16.1572
H 9.4520 0.5190 -16.8453
H 10.6590 0.5831 -15.5462
H 12.1574 2.2959 -15.9210
H 11.6290 3.8274 -16.4353
C 13.6551 -5.2179 -16.4612
O 14.1940 -6.3282 -16.5913
N 13.4572 -4.3904 -17.4718
N 13.2654 -4.7262 -15.2669
H 13.0324 -3.4864 -17.3791
H 13.9478 -4.5397 -18.3368
H 13.5116 -5.2320 -14.4351
H 13.2314 -3.7188 -15.2319
C 13.3758 1.2988 -12.5773
O 13.1290 2.1911 -11.7547
N 14.2738 0.3110 -12.5180
N 12.5663 1.0608 -13.6342
H 14.4075 -0.1399 -13.4068
H 14.8805 0.1687 -11.7305
H 12.5004 0.1629 -14.0901
H 11.8170 1.7385 -13.6461
C 16.6395 -2.2607 -14.4859
O 17.4359 -2.9850 -13.8722
N 15.3448 -2.2358 -14.1883
N 17.0700 -1.2267 -15.2594
H 15.0387 -2.8517 -13.4561
H 14.6464 -1.7200 -14.7425
H 16.3227 -0.7866 -15.7707
H 18.0272 -0.9599 -15.3722
C 10.3710 -1.9201 -13.1469
O 9.2529 -2.2146 -12.7109
N 11.4353 -1.8806 -12.3249
N 10.6502 -1.8618 -14.4609
H 12.3247 -1.5851 -12.6908
H 11.3554 -2.1215 -11.3558
H 11.5362 -1.5387 -14.8397
H 9.9345 -1.9802 -15.1559
C 11.1659 -2.6869 -18.6813
O 10.4052 -3.3497 -19.3601
N 11.0845 -2.3980 -17.3416
N 12.0747 -1.8277 -19.2358
H 10.6755 -3.1950 -16.8687
H 11.7451 -1.7928 -16.8780
H 12.5584 -1.1866 -18.6375
H 12.2710 -1.9048 -20.2182
C 14.5210 0.5203 -18.4438
O 15.0391 0.9738 -19.4601
N 15.0131 -0.5464 -17.8009
N 13.4335 1.0786 -17.8455
H 15.9231 -0.8466 -18.1003
H 14.4567 -0.8752 -17.0175
H 13.0116 0.6051 -17.0581
H 12.9851 1.9386 -18.1005
*
```

Results
lowest unoccupied orbital energy	2.332	eV
HOMO level	-7.520	eV
HOMO-LUMO gap	9.8522	eV

Run Q
ORCA calculation (the ωB97M-V functional and the def2-TZVPD basis) on a 8-piece molecular cluster, C7H28FN14O7 overall.

Geometry as ORCA input:
```
! RIJCOSX wB97M-V def2-TZVPD def2/J DEFGRID3
* xyz -1 1
F 0.2449 -0.1515 -0.1600
C 4.5058 0.9790 0.1351
O 5.7037 0.8791 -0.1349
N 4.0708 1.3586 1.3750
N 3.4946 0.7818 -0.7623
H 4.8636 1.4409 1.9896
H 3.1111 1.3803 1.6553
H 3.7048 0.3350 -1.6356
H 2.5470 0.9954 -0.5039
C -3.5637 -0.3142 0.5564
O -3.4328 -1.5407 0.6498
N -2.6008 0.4183 -0.0867
N -4.7252 0.3081 0.8555
H -1.6239 0.1208 -0.0732
H -2.8561 1.3017 -0.4892
H -5.0583 1.2200 0.6225
H -5.3118 -0.2937 1.4143
C 1.2805 -3.2861 1.3209
O 1.7006 -4.2598 1.9450
N 2.1270 -2.3487 0.7764
N 0.0001 -3.1263 0.9002
H 3.0660 -2.2289 1.1046
H 1.6743 -1.5445 0.3596
H -0.7258 -3.7886 1.1065
H -0.3834 -2.3145 0.4402
C 0.6309 3.3466 1.2965
O 1.7129 2.8069 1.0930
N -0.5212 2.8569 0.7784
N 0.5035 4.4786 2.0663
H -0.4271 1.9821 0.2749
H -1.4239 3.2408 0.9679
H 1.2273 4.5477 2.7663
H -0.4010 4.7501 2.4076
C 1.4808 0.5244 -3.4773
O 1.9168 1.1117 -4.4693
N 0.6088 1.0899 -2.5921
N 1.8703 -0.7544 -3.1722
H 0.2921 2.0138 -2.7962
H 0.5679 0.6054 -1.6904
H 2.4810 -1.2444 -3.7915
H 1.3475 -1.2411 -2.4642
C -2.4413 -1.9366 -3.4375
O -1.8249 -2.2625 -4.4495
N -1.9474 -1.3276 -2.3428
N -3.7964 -2.2323 -3.3527
H -0.9732 -1.0820 -2.3009
H -2.4024 -1.1780 -1.4594
H -4.1826 -2.2220 -2.4250
H -4.0983 -2.8075 -4.1153
C -0.2427 -0.4122 3.4011
O -0.2109 -0.9396 4.5239
N 0.8484 -0.2179 2.6269
N -1.3771 0.1353 2.8969
H 1.7942 -0.4177 2.8798
H 0.7043 -0.1319 1.6201
H -1.2816 0.5890 2.0077
H -2.2477 0.0069 3.3680
*
```

Results
lowest unoccupied orbital energy	1.806	eV
HOMO level	-6.780	eV
HOMO-LUMO gap	8.5859	eV

The winner here is run Q, beating the second structure by 22.9 kJ/mol.

Run P
ORCA calculation (the ωB97M-V functional and the def2-TZVPD basis) on a 3-piece molecular cluster, C3H8O3S2 overall.

Geometry as ORCA input:
```
! RIJCOSX wB97M-V def2-TZVPD def2/J DEFGRID3
* xyz 0 1
O -1.6731 1.1541 -1.5057
C -0.8349 1.1673 -2.3687
O 0.1130 0.2954 -2.4990
O -0.7895 2.1451 -3.2436
H 0.3641 -0.3325 -1.8527
H 0.1367 2.1171 -3.5816
C 0.9466 -1.9799 2.1199
C 0.4964 -1.4695 0.7878
S 1.1428 -2.2355 -0.5153
H 1.6885 -2.8001 2.1036
H 1.2343 -1.0557 2.6571
H 0.0809 -2.2341 2.7674
H -0.2259 -0.6736 0.7406
S -0.4806 2.0098 1.8545
H -1.6458 2.3362 1.8641
H -0.5535 1.5558 0.6715
*
```

Results
lowest unoccupied orbital energy	-0.585	eV
HOMO level	-9.339	eV
HOMO-LUMO gap	8.7544	eV
SMILES	O=C(O)O.CC=S.S

Run Q
ORCA calculation (the ωB97M-V functional and the def2-TZVPD basis) on C3H8O3S2 as an isolated structure.

Geometry as ORCA input:
```
! RIJCOSX wB97M-V def2-TZVPD def2/J DEFGRID3
* xyz 0 1
C 0.6080 1.7693 -0.3117
C 0.2005 0.5144 0.4679
C 0.8906 -0.7400 0.1107
O 2.2734 -0.5633 0.3144
O 0.4620 -1.7732 0.9938
O 0.6655 -1.2431 -1.1706
S -3.6454 -0.0796 -0.3108
S -1.4037 0.5459 0.9251
H 1.2140 1.5700 -1.1219
H 1.3715 2.3689 0.2044
H -0.2419 2.4399 -0.5529
H 2.7045 -1.1956 -0.3322
H 0.8969 -2.6117 1.0120
H 0.0827 -0.6147 -1.6859
H -4.5259 0.4464 0.5564
H -1.5528 -0.8337 0.9014
*
```

Results
lowest unoccupied orbital energy (alpha / beta)	-0.728 / -1.337	eV
HOMO level (alpha / beta)	-8.466 / -7.953	eV
HOMO-LUMO gap (alpha / beta)	7.7385 / 6.6160	eV

The winner here is run P, beating the second structure by 208.6 kJ/mol.

Run P
ORCA calculation (the ωB97M-V functional and the def2-TZVPD basis) on a 2-piece molecular cluster, C8H8 overall.

Geometry as ORCA input:
```
! RIJCOSX wB97M-V def2-TZVPD def2/J DEFGRID3
* xyz 0 1
C -0.6821 0.8880 0.3659
C -1.1362 -0.2346 1.1342
C -1.0900 -1.5177 0.3999
C -0.8648 -1.6350 -0.9878
C -0.6036 -0.3987 -1.7117
C -0.4879 0.7918 -1.0826
H -0.3727 1.9026 0.9815
H -1.4263 0.0902 2.2238
H -1.0599 -2.3818 1.1845
H -1.0807 -2.5780 -1.5180
H -0.5110 -0.4297 -2.7855
H 0.0261 1.6288 -1.5884
C 2.9861 1.0852 0.7582
C 1.8147 1.0206 1.0305
H 3.9726 1.2560 0.8373
H 0.8348 0.5133 1.2252
*
```

Results
lowest unoccupied orbital energy	0.853	eV
HOMO level	-9.097	eV
HOMO-LUMO gap	9.9494	eV
SMILES	c1ccccc1.C#C

Run Q
ORCA calculation (the ωB97M-V functional and the def2-TZVPD basis) on one molecule with the formula C8H8.

Geometry as ORCA input:
```
! RIJCOSX wB97M-V def2-TZVPD def2/J DEFGRID3
* xyz 0 1
C -1.5082 1.4615 -0.3458
C -0.4724 0.3851 -0.1306
C -0.5241 -0.8337 -0.9839
C 0.6510 -1.4467 -0.9804
C 1.6119 -0.7448 -0.1103
C 1.1713 -0.5166 1.2640
C -0.0718 0.1049 1.2742
C 0.9959 0.8217 0.1653
H -1.5926 2.0962 0.5329
H -2.4800 1.0215 -0.5616
H -1.2154 2.0897 -1.1853
H -1.4354 -1.1490 -1.4582
H 0.9232 -2.3690 -1.4633
H 2.6709 -0.8812 -0.2749
H 1.8217 -0.5801 2.1214
H -0.5459 0.5404 2.1363
*
```

Results
lowest unoccupied orbital energy	1.062	eV
HOMO level	-7.810	eV
HOMO-LUMO gap	8.8721	eV
SMILES	C[C@]12C=C[C@@H]3[C@@H]4[C@H]1[C@@]432

Run R
ORCA calculation (the ωB97M-V functional and the def2-TZVPD basis) on one molecule with the formula C8H8.

Geometry as ORCA input:
```
! RIJCOSX wB97M-V def2-TZVPD def2/J DEFGRID3
* xyz 0 1
C -0.0044 -1.1190 2.1928
C 0.1512 -0.7448 0.8035
C -0.4338 0.1751 1.8230
C -1.0476 1.2793 2.0716
C -0.3826 -0.6188 -1.6431
C 0.4416 0.6413 -1.2253
C 0.3046 -1.4018 -0.5262
C 1.2499 -0.2007 -0.1616
H -1.5660 1.9816 1.3622
H -0.8459 1.8870 3.0111
H -1.4407 -0.8499 -1.4897
H -0.1837 -0.9376 -2.7636
H 1.0636 0.9985 -2.1269
H -0.0930 1.5613 -0.8122
H 0.4708 -2.5349 -0.5812
H 2.3161 -0.1167 0.0656
*
```

Results
lowest unoccupied orbital energy	-0.583	eV
HOMO level	-8.577	eV
HOMO-LUMO gap	7.9942	eV

The winner here is run Q, beating the second structure by 34.7 kJ/mol.